C4H6BrF | ωB97M-V/def2-TZVPD

The LUMO energy (spin up / spin down) comes out at 0.867 / -3.983 eV. For the total energy, the calculation gives -76997.7602 eV. As for the HOMO energy (spin up / spin down): -4.855 / -10.202 eV. The largest force on an atom is 6.5 eV/Å. The relative energy (zero: lowest compared OMol25 entry of this formula, charge and spin) is 33.63 kcal per mole.

```
! wB97M-V def2-TZVPD RIJCOSX def2/J DEFGRID3
* xyz 0 3
C -0.2891 -2.1148 0.0325
C -0.1823 -1.1328 0.8755
C 0.5638 1.0961 -0.3304
C -0.5887 0.5646 0.4817
F 0.4745 -1.1307 2.0372
Br -2.3300 0.5877 -0.4688
H -0.1692 -3.0243 0.5032
H -0.8322 -1.7680 -0.8745
H 0.4833 0.8919 -1.3808
H 1.4684 0.6597 0.1867
H 0.6020 2.1746 -0.4180
H -0.7788 1.0989 1.4460
*
```